(1)
{"formula": "C7H13N2", "method": "ωB97M-V/def2-TZVPD", "elements": ["C", "N", "C", "N", "C", "C", "C", "C", "C", "H", "H", "H", "H", "H", "H", "H", "H", "H", "H", "H", "H", "H"], "xyz": [[1.32788, 2.85800, -0.76893], [0.83806, 1.70499, -0.68121], [1.00221, 0.79653, 0.36615], [0.73161, -0.63906, -0.03552], [-0.20962, -0.65688, -1.18906], [-0.55330, -2.09089, -1.47612], [-1.31378, -0.00895, -0.27565], [-0.36874, -0.17277, 0.92518], [-0.55177, -0.39548, 2.37441], [1.15588, 3.27068, -1.71931], [1.81018, 3.55659, 0.08374], [1.76263, 1.04277, 0.99304], [1.39697, -1.41063, 0.19456], [0.00625, -0.02450, -1.94715], [0.44275, -2.52890, -1.89819], [-1.27023, -1.97445, -2.33712], [-0.90293, -2.66040, -0.50375], [-1.53861, 0.95877, -0.32262], [-2.14728, -0.54678, -0.08779], [0.42538, -0.68671, 2.97445], [-1.26612, -1.10224, 2.50668], [-0.77744, 0.71030, 2.82423]], "total_charge": 1, "lumo_ev": -3.12, "orbital_gap_ev": 10.51}



(2)
{"formula": "C13H18IrN5O4S", "method": "ωB97M-V/def2-TZVPD", "elements": ["Ir", "O", "C", "O", "C", "C", "C", "C", "C", "N", "H", "H", "H", "H", "N", "C", "C", "C", "C", "N", "C", "N", "N", "C", "O", "O", "H", "H", "H", "H", "H", "H", "H", "H", "H", "H", "H", "H", "H", "H", "S", "C"], "xyz": [[-1.35982, 0.12319, 1.52478], [-0.99238, -0.71054, -2.35864], [-1.60320, -0.55740, -1.28455], [-1.45346, 0.55180, -0.56799], [-2.42671, -1.60231, -0.57132], [-3.32306, -2.48451, -1.24566], [-4.06893, -3.41582, -0.46387], [-4.03152, -3.31140, 0.91119], [-3.18690, -2.28906, 1.46897], [-2.44502, -1.44786, 0.75991], [-3.52460, -2.41350, -2.33001], [-4.59628, -4.21456, -0.95204], [-4.61570, -3.93185, 1.57818], [-3.32136, -1.93724, 2.48393], [0.20325, 1.28142, 2.34967], [1.59189, 0.64132, 2.15129], [2.54827, 1.65395, 1.58729], [2.17159, 2.09223, 0.16502], [3.23041, 1.55347, -0.83328], [2.79006, 1.54587, -2.20598], [1.76100, 0.75673, -2.54312], [1.65494, -0.46159, -2.00172], [0.97062, 1.11358, -3.57846], [1.53247, -0.68648, 1.26825], [2.57014, -1.22994, 0.97206], [0.31101, -1.14548, 1.08575], [0.09625, 2.26535, 2.05600], [-0.02650, 1.28715, 3.35136], [1.90071, 0.29600, 3.12085], [3.54738, 1.20895, 1.55223], [2.79877, 2.55074, 2.24691], [1.91477, 3.11305, 0.16463], [1.19457, 1.47412, -0.01034], [3.51020, 0.59144, -0.43747], [4.06277, 2.29881, -0.85498], [2.80981, 2.47855, -2.60711], [2.19455, -0.80505, -1.18081], [0.85982, -1.05030, -2.23001], [1.19116, 1.86504, -4.15886], [0.19348, 0.46847, -3.74873], [-3.93127, 1.53169, 2.98763], [-2.70316, 0.95197, 2.37902]], "total_charge": 2, "s_squared": 6.03, "spin_multiplicity": 5, "lumo_ev": [-7.00, -10.61], "orbital_gap_ev": [6.05, 5.43]}



(3)
{"formula": "C3H5NO2", "method": "ωB97M-V/def2-TZVPD", "elements": ["C", "N", "C", "O", "C", "O", "H", "H", "H", "H", "H"], "xyz": [[0.65423, 1.15821, -1.52805], [0.12124, -0.18587, -1.38879], [-0.17489, -0.63572, -0.25885], [0.00327, 0.12878, 0.90427], [-0.34074, -0.24485, 2.13173], [-0.94046, -1.43635, 2.07070], [-0.00441, 1.72004, -2.19707], [1.62761, 1.08148, -2.02144], [0.76738, 1.70840, -0.58799], [-0.56389, -1.63794, -0.11213], [-1.14934, -1.65619, 2.98763]], "lumo_ev": 0.71, "orbital_gap_ev": 10.06}



(4)
{"formula": "C31H27AsCoFN7O4S4", "method": "ωB97M-V/def2-TZVPD", "elements": ["Co", "C", "S", "C", "S", "N", "N", "C", "C", "C", "C", "C", "C", "N", "H", "H", "H", "H", "H", "H", "H", "H", "S", "C", "C", "C", "C", "N", "C", "C", "C", "S", "C", "N", "H", "H", "C", "As", "C", "C", "C", "C", "C", "C", "C", "C", "H", "H", "H", "H", "H", "H", "H", "H", "H", "H", "H", "H", "H", "F", "C", "C", "N", "C", "C", "O", "O", "C", "O", "N", "C", "O", "H", "H", "H", "H"], "xyz": [[8.30526, 17.01052, 11.92571], [5.04857, 15.24389, 15.49795], [4.45192, 14.75604, 13.83936], [5.76666, 15.35930, 12.86088], [7.15168, 15.88961, 13.67538], [5.64200, 15.42315, 11.54595], [6.71756, 15.85848, 10.81186], [6.96674, 15.38689, 9.67801], [8.16048, 15.80033, 8.97844], [8.43834, 15.55556, 7.62843], [9.69532, 15.89073, 7.12530], [10.71065, 16.34649, 8.01359], [10.30920, 16.64033, 9.36972], [9.06582, 16.40574, 9.81621], [4.28966, 15.09912, 16.20272], [5.22533, 16.35089, 15.49647], [5.94404, 14.74708, 15.86199], [6.23222, 14.74677, 9.15694], [7.73301, 15.09957, 6.97344], [9.97949, 15.69616, 6.12356], [11.74638, 16.49361, 7.75946], [10.88395, 17.10001, 10.14370], [7.83428, 19.19015, 10.69837], [9.46846, 19.89236, 11.00144], [9.97685, 20.88299, 10.17905], [11.05449, 21.73224, 10.45987], [11.32165, 22.84025, 9.59039], [11.44360, 23.72535, 8.85922], [11.84169, 21.49398, 11.58768], [11.46690, 20.37243, 12.34762], [10.31330, 19.58949, 12.13972], [9.96370, 18.24915, 13.20277], [13.03086, 22.17419, 11.90893], [14.07676, 22.64543, 12.08212], [9.43873, 21.10775, 9.29760], [12.02940, 20.15166, 13.22795], [10.11459, 12.93420, 10.01145], [8.45062, 12.17481, 10.55789], [8.51117, 10.54637, 9.34286], [9.21200, 11.34405, 12.22518], [8.27940, 10.39479, 12.86813], [7.23849, 10.95451, 13.60818], [6.29513, 10.09903, 14.23777], [6.32370, 8.72029, 14.11409], [7.47678, 8.22667, 13.51393], [8.42500, 9.00031, 12.86137], [10.93517, 12.31011, 10.32882], [10.20274, 13.90368, 10.48304], [10.13845, 13.04296, 8.92983], [9.52497, 10.10863, 9.28528], [8.22352, 10.82916, 8.33315], [7.84724, 9.83290, 9.71810], [9.32452, 12.27571, 12.71768], [10.24281, 11.03584, 11.91311], [7.08390, 12.04812, 13.68246], [5.42797, 10.57770, 14.76215], [5.53648, 8.23516, 14.56447], [7.56675, 7.11458, 13.44077], [9.26779, 8.56100, 12.27978], [13.64014, 10.39165, 12.51435], [13.85837, 11.67295, 12.10747], [13.16419, 12.74046, 12.52561], [13.35841, 13.96429, 11.88944], [12.75384, 15.10711, 12.68444], [11.30308, 14.67605, 13.17502], [11.22148, 13.85736, 14.09534], [10.33575, 15.10538, 12.48433], [14.25185, 14.21274, 10.92885], [14.42914, 15.26607, 10.34899], [15.03711, 13.07837, 10.57098], [14.86335, 11.78004, 11.03594], [15.50903, 10.85152, 10.61044], [12.44420, 12.75215, 13.31208], [12.68322, 15.90442, 11.93887], [13.40573, 15.35095, 13.54336], [15.66127, 13.21928, 9.82563]], "total_charge": -2, "s_squared": 3.76, "spin_multiplicity": 4, "lumo_ev": [3.79, 3.79], "orbital_gap_ev": [6.12, 6.19]}



How do the records compare in energy relative to the best compared isomer or geometry (same formula, charge and spin)? In the order shown, they have 519.5; 0.0; 305.0; 73.0 kJ/mol.
How do the records compare in electronic energy? In the order shown, they have -10438.813; -43068.049; -8774.534; -195732.932 eV.